This record from the OMol25 dataset describes FH2NS in the gas phase at a distorted geometry. The level of theory is the ωB97M-V functional and the def2-TZVPD basis.

ORCA input file:
```
! wB97M-V def2-TZVPD RIJCOSX def2/J DEFGRID3
* xyz 0 1
S -0.2757 1.1540 0.1420
F -0.5548 -1.2540 0.8673
N 0.1006 -0.5673 -0.1373
H 0.9918 1.6514 0.1856
H -0.2618 -0.9841 -1.0577
*
```

* molecular weight: 67.1 g/mol
* maximum force: 2.21 eV/Å
* lowest unoccupied orbital energy: 0.0208 Ha
* HOMO-LUMO gap: 10.30 eV
* SMILES: FNS
* energy above the lowest of the compared OMol25 structures with the same formula, charge and spin: 0.088 eV